The following is a quantum chemistry calculation of a molecular structure, C7H13NSSi2, from the Open Molecules 2025 dataset.

CARTESIAN COORDINATES (ANGSTROEM)
S  -1.22671  -0.66421  -0.67820
Si  0.66266  -1.78161  -2.48939
Si  -0.38496  -3.18570  0.32358
N  -0.12525  -1.97911  -0.94463
C  -0.17969  0.58490  0.11634
C  1.06042  0.15487  0.48560
C  1.82400  0.99965  1.25979
C  -0.71337  1.78260  0.54968
C  1.39739  2.26347  1.59782
C  -2.16102  1.91159  -0.06727
C  0.07615  2.61998  1.34044
H  1.93621  2.99758  2.20403
H  2.71638  0.73186  1.65794
H  -0.44507  3.47096  1.68041
H  -2.01989  1.56624  -0.98670
H  0.94772  -3.87471  0.33274
H  1.31360  -0.79135  0.24357
H  -0.31540  -1.86196  -3.68574
H  0.99827  -0.36024  -2.32124
H  1.98091  -2.43384  -2.65361
H  -2.47784  2.96082  -0.00941
H  -0.55164  -2.56073  1.53998
H  -2.76907  1.34324  0.46250
H  -1.54379  -3.89431  0.04174

Force components x, y, z for each atom (eV/Å):
S 1.06 0.44 0.64
Si -0.34 1.21 -0.49
Si 2.60 0.48 -1.95
N -1.05 0.08 0.50
C -3.52 -1.95 -2.95
C 4.23 1.92 3.08
C -1.65 -1.39 -1.51
C -1.32 2.21 0.47
C 1.51 1.69 1.52
C 4.05 5.22 3.12
C -5.31 -1.23 -2.74
H 0.43 -0.69 -0.31
H 2.74 -1.22 0.76
H 0.07 1.16 0.54
H -0.07 -0.92 -4.14
H -0.55 -0.35 -0.01
H 1.39 -2.69 -0.50
H 0.77 -0.34 0.84
H 0.18 0.23 -0.49
H -0.36 -0.55 0.04
H -0.13 -0.35 -0.34
H -0.22 1.07 1.94
H -3.04 -2.64 2.38
H -1.46 -1.39 -0.40

total energy	-35544.427	eV
highest occupied orbital energy (spin up / spin down)	-4.28 / -8.92	eV
Kohn-Sham gap (spin up / spin down)	4.934 / 6.342	eV
multiplicity	3

Results of the Löwdin charge analysis, in e, for atoms 1 through 2: 0.902 0.498

The following is a quantum chemistry calculation of a molecular structure, C7H13O, from the Open Molecules 2025 dataset.

CARTESIAN COORDINATES (ANGSTROEM)
O  -3.50068  0.59471  -0.34542
C  1.16435  -0.52157  -0.33039
C  -2.37773  0.07054  -0.90822
C  2.70090  1.41569  0.48074
C  2.29114  -0.99880  -1.11243
C  -1.34205  -0.39894  0.08893
C  1.48382  0.57177  0.61111
C  -0.13438  -0.99591  -0.45050
H  -1.80185  0.94919  -1.36944
H  -0.19835  -1.93639  -1.05883
H  -3.60170  -0.59962  2.42626
H  -1.15022  0.42145  0.79797
H  3.04609  2.03907  -0.37903
H  -1.92480  -1.12321  0.71476
H  -3.86604  0.11826  2.56552
H  2.95167  0.33049  0.39108
H  2.88616  2.02620  1.39081
H  3.22608  -0.47344  -1.18210
H  0.62624  0.98316  1.13943
H  2.01333  -1.93228  -1.61761
H  -2.49198  -0.54038  -1.85264

Force components x, y, z for each atom (eV/Å):
O 0.87 -1.50 -0.27
C 3.65 2.20 0.74
C -1.46 4.13 -2.20
C -0.62 -0.94 0.76
C -2.81 -1.05 0.08
C 0.35 -1.55 2.48
C -4.63 1.71 -1.66
C 0.25 -1.02 0.25
H -0.01 -0.41 -0.02
H -0.30 0.97 0.31
H -0.42 1.07 0.27
H -0.01 -0.17 -0.63
H -0.72 -1.00 -0.12
H 0.53 -0.15 -0.59
H 0.41 -1.08 -0.22
H 3.80 0.36 0.51
H 0.12 -0.98 -0.37
H -0.03 -0.15 -0.41
H 0.17 -0.08 0.31
H 0.95 0.32 -0.20
H -0.08 -0.67 0.99

net charge	-1
total energy	-9509.601	eV
highest occupied orbital energy	-2.76	eV
Kohn-Sham gap	4.787	eV

Results of the Löwdin charge analysis, in e, for atoms 1 through 2: -0.361 -0.374

The following is a quantum chemistry calculation of a molecular structure, C7H13O6PRb, from the Open Molecules 2025 dataset.

CARTESIAN COORDINATES (ANGSTROEM)
Rb  3.00254  -2.67100  0.01420
P  -1.87320  -0.26751  -1.86674
O  2.61948  -1.57741  -2.38584
O  1.74699  0.29934  -1.59488
O  1.14036  0.73105  1.41709
O  -2.13697  -1.73095  -2.44846
O  -1.76647  0.77175  -2.90077
O  -3.01762  -0.06521  -0.77717
C  0.54971  0.80019  -0.96313
C  0.31327  1.03297  3.67711
C  0.51502  -1.60483  -1.11376
C  0.91625  1.56256  0.29571
C  -0.39704  -0.39976  -0.80319
C  1.75542  -1.01336  -1.76537
C  0.02307  0.51397  2.28536
H  0.66477  -2.13788  -0.17819
H  0.51395  2.10455  3.67379
H  1.15282  0.50869  4.13570
H  -0.56626  0.86501  4.30534
H  0.12156  -2.34429  -1.81297
H  -1.96739  -1.71402  -3.40342
H  1.85991  2.07318  0.08391
H  -3.67076  0.56593  -1.11775
H  0.12406  1.50620  -1.68011
H  0.17251  2.34139  0.49659
H  -0.17742  -0.56388  2.33204
H  -0.87694  0.99374  1.88427
H  -0.74161  -0.58040  0.21064

Force components x, y, z for each atom (eV/Å):
Rb 1.37 -0.83 0.92
P -0.06 0.40 -0.16
O -0.01 -0.23 0.21
O 0.24 -0.02 -0.02
O 0.02 -0.25 -0.21
O 0.18 0.15 -0.02
O 0.00 -0.22 0.22
O 0.16 0.13 -0.30
C -0.55 0.69 -0.08
C -0.22 -0.04 0.14
C -0.62 -0.07 -0.59
C 0.32 -0.01 0.09
C 0.25 -1.08 -0.10
C -0.70 0.92 -0.36
C -0.04 0.09 0.21
H 0.09 0.08 -0.09
H 0.07 -0.05 -0.07
H 0.02 0.07 -0.09
H 0.08 0.00 -0.01
H -0.22 0.10 0.05
H -0.18 -0.14 0.03
H -0.08 0.03 0.05
H -0.13 -0.11 0.14
H 0.10 -0.02 -0.01
H -0.08 -0.19 0.06
H 0.02 0.04 -0.04
H 0.10 0.00 -0.04
H -0.13 0.56 0.03

net charge	+1
total energy	-29696.046	eV
highest occupied orbital energy	-13.28	eV
Kohn-Sham gap	9.647	eV

Results of the Löwdin charge analysis, in e, for atoms 1 through 2: 1.189 0.464

The following is a quantum chemistry calculation of C7H14 in the gas phase, from the Open Molecules 2025 dataset.

CARTESIAN COORDINATES (ANGSTROEM)
C  -0.56787  2.14765  -0.62365
C  -0.99944  -2.70033  0.52971
C  0.80211  0.63952  0.74039
C  -1.01008  -0.39665  -0.63899
C  -0.24838  -1.75358  -0.46020
C  -0.20666  0.85039  -0.13300
C  2.17453  1.38828  0.63838
H  2.93612  0.67367  0.66322
H  -2.16254  -0.46715  -0.40509
H  0.23084  2.46785  -1.20711
H  -1.28278  -2.42107  1.50625
H  -0.80166  2.83033  0.18045
H  1.04954  -0.04688  1.54187
H  -1.33854  2.26899  -1.38887
H  2.37838  2.16218  1.37341
H  -1.14183  -0.11296  -1.68058
H  0.64360  -1.49015  0.15726
H  2.35943  1.81428  -0.41286
H  0.00631  -2.19084  -1.42092
H  -1.99637  -2.76633  0.04684
H  -0.54579  -3.77369  0.73032

Force components x, y, z for each atom (eV/Å):
C -0.91 1.35 -1.04
C -0.65 -2.57 -2.29
C 2.40 2.08 -0.53
C -1.46 0.40 0.33
C 0.06 1.05 2.98
C -0.78 -4.35 2.17
C -1.79 2.03 -1.98
H 1.12 -1.39 0.59
H 2.11 0.14 0.42
H 1.99 1.41 -0.65
H 0.40 1.45 1.19
H 0.17 0.32 0.09
H -1.25 -1.28 -0.69
H -0.57 -0.86 0.36
H 0.01 0.11 0.12
H 0.41 -0.33 -0.57
H -0.12 -0.27 -1.41
H -0.65 -0.12 1.46
H -0.03 -0.31 0.21
H 0.28 -0.93 0.29
H -0.74 2.07 -1.03

SMILES string	C/C=C(\C)CCC
total energy	-7483.081	eV
highest occupied orbital energy	-8.19	eV
Kohn-Sham gap	9.249	eV

Results of the Löwdin charge analysis, in e, for atoms 1 through 2: -0.077 -0.130

The following is a quantum chemistry calculation of 2 unconnected molecules or ions with the total composition C7H14, from the Open Molecules 2025 dataset.

CARTESIAN COORDINATES (ANGSTROEM)
C  -0.61842  -0.73466  -0.99266
C  0.08316  0.78782  1.57183
C  -1.41569  0.71343  -2.38469
C  -0.18740  1.37008  0.17542
C  0.45748  0.12083  -0.44562
C  1.06859  -0.21868  0.94195
C  1.08880  -1.64385  1.46287
H  -1.90910  1.63121  -1.97801
H  0.35604  2.28434  -0.06477
H  -0.59181  1.07243  -3.00102
H  1.43329  -1.65635  2.50344
H  -1.65327  -0.36169  -2.38481
H  -1.24149  1.50678  -0.08173
H  -0.23849  -1.71452  -1.37373
H  0.08883  -2.09500  1.44185
H  1.76106  -2.28429  0.87927
H  1.18223  0.27284  -1.25221
H  -1.40951  -1.00622  -0.27116
H  -0.80430  0.28115  1.97139
H  0.46793  1.47692  2.32378
H  2.08205  0.19741  0.95860

Force components x, y, z for each atom (eV/Å):
C 0.04 0.69 0.03
C 0.05 0.05 0.31
C 1.07 -1.66 1.11
C 0.07 0.33 0.13
C 0.15 0.26 -0.11
C 0.14 -0.04 0.20
C -0.01 -0.03 0.00
H -0.11 -1.82 0.25
H 0.02 0.06 0.22
H 0.18 -0.79 0.12
H -0.05 -0.05 -0.13
H -1.61 1.14 -1.66
H 0.34 0.03 0.16
H -0.44 0.93 -0.66
H 0.13 0.08 -0.01
H -0.09 0.10 0.07
H 0.06 0.15 0.24
H -0.03 0.63 -0.40
H 0.16 0.11 -0.02
H 0.01 -0.12 0.07
H -0.07 -0.04 0.10

total energy	-7481.599	eV
highest occupied orbital energy	-8.18	eV
Kohn-Sham gap	9.122	eV

Results of the Löwdin charge analysis, in e, for atoms 1 through 2: -0.060 -0.141

The following is a quantum chemistry calculation of C7H14 in the gas phase, from the Open Molecules 2025 dataset.

CARTESIAN COORDINATES (ANGSTROEM)
C  2.28345  -0.61457  -0.91818
C  -2.42015  1.13242  -0.38484
C  0.10461  0.57726  -0.61856
C  0.92681  -1.10098  1.13642
C  1.31249  -0.03320  0.11190
C  -1.06841  0.97276  0.25185
C  -2.15345  -0.03073  0.52771
H  0.22201  -0.71674  1.88037
H  1.82458  0.77743  0.65229
H  1.79141  -1.41615  -1.48531
H  -2.04614  -1.01563  0.07850
H  0.45013  1.45365  -1.18594
H  1.81671  -1.46123  1.66610
H  -0.83588  1.66315  1.06289
H  0.45868  -1.96481  0.64656
H  -2.49488  0.93551  -1.45205
H  -3.07565  1.92265  -0.03054
H  -2.62619  -0.03833  1.50594
H  2.61512  0.14413  -1.63648
H  -0.25646  -0.14320  -1.36862
H  3.17122  -1.04338  -0.44000

Force components x, y, z for each atom (eV/Å):
C 0.05 -0.01 -0.03
C -0.10 0.13 -0.12
C -0.04 -0.02 -0.06
C -0.04 -0.05 0.03
C 0.01 0.04 0.01
C 0.13 0.03 0.05
C -0.03 -0.17 0.11
H 0.11 -0.06 -0.11
H -0.08 -0.10 -0.07
H 0.08 0.11 0.09
H -0.01 0.18 0.06
H -0.04 -0.13 0.06
H -0.13 0.04 -0.10
H -0.04 -0.11 -0.13
H 0.04 0.12 0.05
H 0.02 0.02 0.18
H 0.12 -0.12 -0.04
H 0.08 0.03 -0.15
H -0.05 -0.09 0.11
H 0.02 0.05 0.11
H -0.11 0.09 -0.05

SMILES string	CC(C)CC1CC1
total energy	-7485.492	eV
highest occupied orbital energy	-10.08	eV
Kohn-Sham gap	11.316	eV

Results of the Löwdin charge analysis, in e, for atoms 1 through 2: -0.094 -0.129

The following is a quantum chemistry calculation of 2 unconnected molecules or ions with the total composition C7H14, from the Open Molecules 2025 dataset.

CARTESIAN COORDINATES (ANGSTROEM)
C  -1.23988  0.99216  -1.01789
C  -1.50498  -0.22191  2.44229
C  -0.28612  0.07992  -1.15491
C  1.44936  -1.04478  0.32040
C  1.07814  0.16630  -0.53355
C  2.06832  0.32480  -1.69288
C  -2.52025  0.01481  1.62143
H  -1.16377  1.79219  -0.28352
H  -1.28144  0.41919  3.29056
H  -0.84218  -1.06847  2.28501
H  0.77549  -1.15288  1.17291
H  -2.11900  0.96808  -1.65040
H  2.47041  -0.94356  0.70649
H  1.40050  -1.96624  -0.27227
H  1.10810  1.06941  0.09216
H  -3.18410  0.86576  1.75437
H  -0.43286  -0.74196  -1.85937
H  -2.70991  -0.61611  0.75758
H  2.04093  -0.57338  -2.32381
H  1.79985  1.18004  -2.32186
H  3.09339  0.45662  -1.33273

Force components x, y, z for each atom (eV/Å):
C 0.16 -0.07 -0.13
C -0.16 0.00 -0.04
C -0.09 0.17 -0.10
C 0.00 -0.08 0.04
C 0.01 0.05 0.01
C 0.12 0.02 -0.07
C 0.09 -0.04 0.15
H 0.08 -0.03 -0.27
H -0.08 -0.07 -0.09
H -0.19 0.12 0.09
H 0.14 0.00 -0.16
H -0.15 -0.08 0.23
H -0.14 -0.04 -0.08
H 0.02 0.10 0.06
H 0.01 -0.14 -0.08
H 0.10 -0.11 0.03
H 0.05 0.11 0.04
H 0.00 0.06 0.20
H 0.05 0.14 0.08
H 0.09 -0.11 0.11
H -0.10 -0.02 -0.03

SMILES string	C=CC(C)C.C=C
total energy	-7484.427	eV
highest occupied orbital energy	-9.29	eV
Kohn-Sham gap	10.504	eV

Results of the Löwdin charge analysis, in e, for atoms 1 through 2: -0.021 -0.078

The following is a quantum chemistry calculation of C7H14 in the gas phase, from the Open Molecules 2025 dataset.

CARTESIAN COORDINATES (ANGSTROEM)
C  1.33027  1.69375  0.14713
C  -0.34611  -0.24865  -0.52707
C  0.63787  -0.83582  0.47160
C  -1.54052  0.61227  -0.12211
C  -0.63422  -1.09037  -1.74175
C  0.13309  -0.83855  1.87378
C  1.04320  0.31642  -0.37826
H  -0.70933  -1.52694  2.03009
H  -1.48298  -1.76706  -1.57124
H  -0.87818  -0.45735  -2.60028
H  0.71650  1.96802  1.00804
H  2.37465  1.76759  0.45885
H  -1.79635  1.29179  -0.94976
H  1.69788  0.01583  -1.19404
H  -0.20062  0.12022  2.26297
H  1.07504  -1.79967  0.19816
H  1.15851  2.44553  -0.62736
H  0.23418  -1.70384  -2.00447
H  -2.42791  -0.00231  0.07517
H  -1.36641  1.23508  0.75983
H  0.98145  -1.19598  2.43071

Force components x, y, z for each atom (eV/Å):
C 0.05 0.21 0.08
C 0.14 0.02 -0.60
C -1.79 -0.52 -0.38
C 0.14 -0.14 0.09
C 0.01 0.00 -0.31
C 0.57 -0.01 0.64
C 0.12 0.25 -0.21
H 0.28 0.00 -0.29
H 0.14 0.12 0.01
H -0.04 -0.09 -0.08
H 0.02 -0.11 -0.07
H -0.03 0.04 -0.01
H 0.09 -0.19 0.17
H 0.07 0.10 0.11
H 0.25 0.15 -0.05
H -0.19 0.25 -0.08
H 0.02 0.00 0.03
H -0.11 0.08 -0.02
H 0.15 0.04 0.00
H 0.02 -0.14 -0.14
H 0.08 -0.06 1.09

SMILES string	C[C@@H]1[C@H](C)C1(C)C
total energy	-7485.302	eV
highest occupied orbital energy	-9.07	eV
Kohn-Sham gap	10.092	eV

Results of the Löwdin charge analysis, in e, for atoms 1 through 2: -0.059 -0.473